{
  "formula": "C4H7NO",
  "method": "ωB97M-V/def2-TZVPD",
  "symbols": ["C", "C", "C", "O", "C", "N", "H", "H", "H", "H", "H", "H", "H"],
  "positions_angstrom": [[0.79479, 1.05575, 0.21139], [0.57495, -0.45455, -0.45658], [-0.22341, -1.22500, 0.58511], [-1.42898, -0.42432, 0.49049], [-1.33634, 0.14301, -0.74353], [-0.40277, -0.19969, -1.52734], [0.56622, 1.91678, -0.45261], [1.84506, 1.09233, 0.42701], [0.26119, 1.32147, 1.15664], [1.50282, -0.90563, -0.82837], [0.19429, -1.08552, 1.57992], [-0.44296, -2.29462, 0.41183], [-1.90487, 1.05999, -0.85395]],
  "e_homo_ev": -9.2,
  "relative_energy_kcal_mol": 66.05,
  "total_charge": 0,
  "lumo_energy_ev": 1.01,
  "gap_ev": 10.204,
  "e_tot_ha": -286.52638
}